109
Properties=species:S:1:pos:R:3:forces:R:3 method="wB97M-V/def2-TZVPD" smiles="C[N+](=O)[O-].C[N+](=O)[O-].C[N+](=O)[O-].C[N+](=O)[O-].C1CCOC1.C1CCOC1.C1CCOC1.C1CCOC1.C1CCOC1.ClCCCl.ClCCCl" gap_ev=9.58 fmax_ev_per_a=3.8 e_homo_ev=-9.59 e_lumo_ev=-0.01 energy_ev=-112662.487
N 1.22961 5.70589 0.30528 -3.0 2.1 -1.0
O 1.47386 6.68172 -0.35232 2.7 1.0 -0.6
H -2.64596 -0.80977 -0.59340 -0.4 0.5 0.8
C 0.07614 -0.94927 0.56919 -1.0 0.5 -0.5
C 2.26124 4.91089 0.90058 1.4 -1.7 1.2
H -4.08615 1.45954 2.65972 0.5 0.2 0.4
C -0.14112 0.47771 1.12166 1.2 -0.5 0.8
H 5.23929 -0.44005 0.84942 0.1 -0.1 0.2
C -3.51166 -2.70866 -2.87865 0.6 -1.7 0.8
H -0.90421 -1.38755 0.36010 0.3 -0.2 -0.2
C -2.72701 -0.79373 -1.65951 -0.1 -0.8 -0.3
N -4.36161 -2.06262 1.81451 1.4 -0.3 0.2
N 1.48348 2.52964 4.43534 0.4 0.2 0.5
Cl -1.27972 2.34433 -3.75068 1.0 -0.2 0.0
H 1.52545 -3.53411 1.94884 0.4 0.1 0.1
O 0.87108 -3.52598 -2.00872 -0.8 -1.2 -1.5
H 1.78978 -1.38986 -0.75400 -0.5 -0.2 0.2
H -5.37294 -1.66558 -3.26498 -0.9 -0.1 -0.2
H -2.35989 4.09621 0.33472 0.6 -0.2 0.8
C 1.80049 -6.22780 1.42045 -0.2 -0.4 2.1
O -4.77125 -2.40605 2.90128 0.1 0.0 -0.1
O -3.22027 -2.28731 1.39568 -1.1 0.2 0.3
H 0.55165 -1.56412 1.32609 0.3 -0.1 -0.2
O 1.60310 3.61949 4.96529 -0.2 -0.5 -0.1
H 3.08142 5.49421 1.33587 -0.6 0.3 -0.2
H -2.52525 5.29054 1.58585 -0.1 0.0 0.1
O 1.76101 2.29000 3.28112 0.0 0.2 -0.5
C 3.15195 -4.72151 2.84019 0.5 -0.7 -0.4
C 3.09084 0.05061 -3.28767 0.0 0.9 -0.4
C 4.47747 1.85583 -2.86176 0.8 0.2 0.5
H -0.17661 1.62721 -0.73428 0.4 0.1 0.7
C -4.33151 -1.49609 -3.15248 1.3 -0.2 -0.1
H -4.56909 2.88490 -2.17634 1.6 0.1 0.5
H -1.90207 -2.82882 -1.29433 0.0 0.0 -0.1
H 1.85944 4.23139 1.67913 0.0 0.5 -0.6
C 0.93372 -0.69422 -0.67530 1.4 -1.9 -1.0
H -0.61736 3.34083 1.79074 0.2 -0.4 0.3
C 4.24417 -0.04538 1.00650 -0.7 -1.2 -0.2
H -4.50783 3.53255 0.85224 0.0 -0.1 0.6
C -2.22602 -2.21517 -2.13013 -1.5 1.8 -1.3
H 2.44731 -0.59972 -2.67883 0.3 0.4 -0.3
H 3.23978 3.36652 -3.78068 -0.3 0.0 0.7
H 1.32004 1.38112 -3.63281 0.1 -0.2 0.1
H -3.26437 -3.20526 -3.81562 0.0 -0.3 0.1
C -3.35800 2.10210 2.15742 0.8 1.1 -2.0
O 2.13370 -5.06655 0.69785 0.6 0.5 1.3
H -1.26162 4.15638 3.24138 -0.2 -0.4 -0.6
H 0.37991 0.53444 2.09599 -0.3 0.3 -0.5
C -3.86499 3.52999 1.74879 0.8 -1.1 0.3
Cl 5.22138 2.29651 2.24903 -0.4 -0.6 -0.3
H -3.43058 2.79407 -4.30222 -0.4 -0.1 0.0
H -6.18763 -1.91046 0.92102 -0.2 0.1 -0.1
H -3.32248 1.20746 -3.42871 0.1 0.4 -0.2
H -0.57910 -5.82713 -1.29266 0.0 0.0 -0.4
H -3.87904 -1.12159 -4.06492 -0.3 1.0 -0.4
H 3.35649 -6.85315 2.89755 0.0 -0.3 0.1
H 2.06824 -7.12272 0.82965 -0.1 0.4 0.3
C 2.52796 -6.15346 2.85984 0.8 0.4 -1.8
H 4.98957 2.26167 -1.97631 0.2 0.3 -0.6
H 2.72855 4.32430 0.10732 -0.2 0.0 -0.1
C 2.39306 1.35822 -3.84660 -0.4 -0.4 1.1
O 4.18548 0.52865 -2.44268 -0.7 -0.5 -1.3
H 1.36842 0.51284 4.70705 0.2 -0.7 0.0
C 4.20188 1.43104 0.99588 -0.7 1.8 0.1
H 0.46050 -6.53423 -2.62788 -0.3 -0.4 -0.3
O -0.32524 -4.33449 -3.66787 1.0 -0.3 1.1
C 0.53504 1.37327 0.09944 -0.6 -1.0 -1.5
C 0.32902 -5.75908 -1.89911 0.3 0.4 0.0
H -3.06763 2.41795 -1.22244 0.1 -0.3 -0.2
H -4.35275 3.89708 2.64150 -0.3 0.6 -0.1
H -0.13303 1.42517 5.02343 0.6 -0.3 0.4
H -4.84621 -1.16775 0.01049 0.4 0.1 -1.0
H 1.21180 1.46801 6.26273 0.0 0.0 0.0
H 3.15820 -3.36313 1.18744 -0.1 0.5 -0.2
H -5.47539 -0.34417 1.44166 -0.1 -0.3 0.0
H 0.50347 -0.77185 -1.71639 -0.5 0.2 1.2
C -1.52666 3.52206 2.36338 0.3 0.8 0.0
C 3.11560 2.50910 -3.09687 0.6 -0.6 -1.6
O 1.55871 0.53643 -0.50167 -0.5 1.8 0.8
H 0.97802 2.26219 0.48529 0.4 0.6 0.3
H 1.84335 -6.39962 3.65097 -0.3 0.2 0.3
H -1.45125 -2.04898 -2.87273 0.4 -0.4 0.2
H 2.45948 1.43432 -4.93202 0.4 0.0 0.1
N 0.31355 -4.45597 -2.62393 -0.4 1.7 0.8
O -4.13030 -0.66981 -2.04372 0.9 0.8 0.8
O -2.12828 2.32976 2.86615 -0.9 -0.3 0.3
H 3.44425 -0.51254 -4.16994 0.3 0.0 0.6
C -3.42371 2.91272 -2.12264 -1.6 0.0 -1.2
H -4.06619 -3.39605 -2.23027 0.1 -0.1 -0.1
H 3.55229 -0.43695 0.24801 0.6 0.6 -0.2
H 4.16221 -4.80230 2.42949 0.2 -0.4 0.6
H 0.72674 -6.27783 1.74242 0.4 0.1 -1.0
C -2.51296 4.21404 1.42268 -1.2 0.0 0.1
C -5.28931 -1.30763 0.95941 -0.4 0.1 0.6
H 3.23003 -4.14454 3.77134 -0.4 -0.3 -0.2
O 0.04185 5.45815 0.42361 -0.2 -2.2 1.4
H -1.17246 0.68286 1.29441 -0.7 0.3 0.0
C -2.99744 2.25707 -3.46686 -0.6 0.3 1.2
C 0.96059 1.35766 5.21534 -1.1 1.1 -0.5
H -3.04637 1.64278 1.19693 -0.4 -0.4 0.2
H 4.59299 1.81005 0.04594 -0.1 -0.4 0.1
H -2.15640 0.06416 -2.05044 0.0 -0.4 -0.1
Cl 3.53018 -0.85987 2.46347 0.3 0.5 0.2
C 2.48160 -4.02073 1.70097 -1.7 -0.5 -1.3
H 1.17716 -5.68971 -1.24058 0.2 0.0 0.3
H 5.18527 1.92491 -3.77835 -1.2 -0.3 1.3
H 3.16912 1.84143 1.09877 0.8 -0.5 0.1
Cl -2.90748 4.62453 -1.97344 -0.2 -0.3 -0.4
H 2.60647 2.73635 -2.16013 0.1 0.1 -0.1

94
Properties=species:S:1:pos:R:3:forces:R:3 method="wB97M-V/def2-TZVPD" gap_ev="5.32 / 6.42" total_charge=+2 fmax_ev_per_a=0.6 e_homo_ev="-12.41 / -12.42" multiplicity=4 e_lumo_ev="-7.08 / -6.00" energy_ev=-70914.256 e_above_lowest_kcal_mol=37.3
H 2.41898 5.40574 1.41498 0.0 0.0 0.0
H -3.15343 3.47079 -1.43876 0.0 0.0 0.0
H -4.02782 -3.13011 0.87509 0.0 0.0 0.0
H 0.04131 5.57524 0.78780 0.0 0.0 0.0
C -3.40256 -2.75091 0.06025 0.0 0.1 0.0
C -2.47597 2.19530 1.28698 0.0 0.0 0.0
C 2.18723 0.17088 1.56693 -0.1 -0.2 -0.1
H 2.54307 2.79587 1.40929 0.0 0.0 0.0
C -1.58108 2.08341 -1.94579 0.0 0.0 0.1
C -2.13245 3.49747 -1.82393 0.0 0.0 0.0
C 2.00390 4.65908 0.73430 0.0 0.0 0.0
N -1.13710 2.48857 1.87808 0.1 0.0 0.0
H -2.22430 3.85709 -2.84994 0.0 0.0 0.0
H -0.67805 2.07304 -2.56144 0.0 0.0 0.0
H -0.64699 -0.14054 -3.43000 0.0 0.0 0.0
H 2.76866 4.44560 -0.01532 0.0 0.0 0.0
H 0.11576 4.41115 4.29766 0.0 0.0 0.0
C 0.75435 5.19452 0.05873 0.0 0.0 0.0
C -0.65379 -1.12273 -3.91386 0.0 0.0 0.0
H 0.23915 5.30297 2.82395 0.0 0.0 0.0
H -1.05994 -0.98729 -4.92166 0.0 0.0 0.0
H -3.85157 -3.08568 -0.87092 0.0 0.0 0.0
H -3.03056 -0.76747 -2.34298 0.0 0.0 0.0
N 0.06201 4.10747 -0.68994 0.0 0.0 0.0
H -3.64310 -2.36317 -2.77132 0.0 0.0 0.0
H 1.00785 6.02321 -0.60556 0.0 0.0 0.0
H 3.89818 -1.43418 3.98554 0.0 -0.1 0.0
C -1.33417 4.51797 -1.00219 0.0 0.0 0.0
H -2.71018 -5.23181 0.76428 0.0 0.0 0.0
H -1.31803 5.47874 -1.52133 0.0 0.0 0.0
H 3.16268 -3.21194 -2.03690 0.0 0.0 0.0
H -1.02334 -5.23604 0.28077 0.0 0.0 0.0
H 5.14444 0.43571 3.18349 0.0 0.0 0.0
C 2.19146 -2.70830 -2.09077 0.0 0.0 0.0
H 2.32343 -1.68849 -1.71960 0.0 0.0 0.0
H 2.87003 -2.35775 2.89290 -0.1 0.0 0.0
H 1.86228 -5.47583 -1.69837 0.0 0.0 0.0
C 1.17578 0.66384 1.08524 0.1 0.2 0.1
H 2.24561 3.97612 3.40214 0.0 0.0 0.0
H 3.74969 -1.96349 0.70174 0.0 0.0 0.0
H 0.38285 -1.44252 -4.01818 0.0 0.0 0.0
Sb -0.60688 -2.19718 -1.12272 -0.3 0.0 -0.2
H 0.55674 3.98547 -1.57506 0.0 0.0 0.0
H -1.80916 4.70081 -0.03851 0.0 0.0 0.0
H 5.21498 -1.36614 1.48596 0.0 0.0 0.0
C -1.51390 -3.45747 -3.90368 0.0 0.0 0.0
C 4.25215 -1.07109 1.06808 0.0 0.0 0.0
H -3.45836 -1.65866 0.09161 0.0 0.0 0.0
C 0.96997 -4.87411 -1.90104 0.0 0.0 0.0
C -1.20695 3.69243 2.76132 0.0 0.0 0.0
N -1.22930 1.37112 -0.68427 -0.1 0.1 -0.3
H -2.84356 3.12218 0.85009 0.0 0.0 0.0
H -2.21493 -3.30134 2.38353 0.0 0.0 0.0
H -2.15549 0.13861 0.70467 0.0 0.0 0.0
H -0.50651 -3.78482 -4.14976 0.0 0.0 0.0
C 1.16069 -3.49312 -1.27890 0.0 0.1 0.0
H 1.33399 2.47731 3.27097 0.0 0.0 0.0
C -1.50488 -2.91282 1.64618 0.0 0.0 0.0
H -2.00817 -4.25336 -3.34487 0.0 0.0 0.0
H 4.43524 -0.40612 0.22324 0.0 0.0 0.0
H -3.17720 1.90480 2.07212 0.0 0.0 0.0
C 1.66718 -3.64894 0.15589 0.0 0.0 0.0
C 3.06488 -1.36245 3.28691 0.0 0.0 0.0
C -2.93076 -1.59336 -3.05751 0.0 0.0 0.0
H 1.70350 -2.69381 0.68643 0.0 0.0 0.0
H 3.66086 1.33227 3.50213 0.0 0.0 0.0
H 1.91775 -2.65674 -3.14500 0.0 0.0 0.0
H -0.87651 1.68732 2.45642 0.0 0.0 0.0
H -2.05128 -3.33935 -4.85070 0.0 0.0 0.0
H 4.51000 1.50626 1.94216 0.0 0.0 0.0
C -1.50596 -2.13364 -3.14523 0.1 -0.2 0.0
H -3.30178 1.01803 -0.30957 0.0 0.0 0.0
H -0.94733 0.42627 -1.01149 0.4 -0.1 0.4
H -3.24119 -1.21834 -4.03865 0.0 0.0 0.0
C 4.22448 0.80412 2.73024 0.0 0.0 0.0
C -1.99209 -4.78875 0.06610 0.0 0.0 0.0
H -1.78409 4.44140 2.21953 0.0 0.0 0.0
H 1.04897 -4.33476 0.73400 0.0 0.0 0.0
C 1.39910 3.50192 2.90073 0.0 0.0 -0.1
C 3.42114 -0.37651 2.15625 0.0 0.0 0.0
H -0.52935 -3.33721 1.87733 0.0 0.0 0.0
H 0.86114 -4.82749 -2.98090 0.0 0.0 -0.1
Cr 0.28713 2.27258 0.42330 -0.3 -0.1 -0.1
H -2.29462 -5.08424 -0.93976 0.0 0.0 0.0
H -1.80478 3.41432 3.63058 0.0 0.0 0.0
H 2.68026 -4.06578 0.14027 0.0 0.0 0.0
H -2.32079 1.48490 -2.48336 0.0 0.0 0.0
N 1.71260 3.38560 1.44508 0.1 0.1 0.1
C 0.14009 4.29067 3.21464 0.0 0.0 0.0
H -1.43400 -1.83024 1.79160 0.0 0.0 0.0
H 2.18518 -1.03837 3.84270 0.0 0.0 0.0
C -1.98074 -3.27346 0.23645 0.1 -0.1 -0.1
C -2.36084 1.10520 0.23925 0.1 0.1 0.0
H 0.11906 -5.41539 -1.49622 0.0 0.0 0.0